64
Properties=species:S:1:pos:R:3 method="wB97M-V/def2-TZVPD" e_homo_ha="-0.298 / -0.317" multiplicity=5 gap_ev="6.350 / 8.085" s_squared=6.152 total_energy_ha=-6464.3784
Mn -0.120 0.723 -0.836
S -1.514 1.721 0.628
C -3.084 0.988 0.336
C -4.160 1.314 1.154
C -5.406 0.744 0.941
C -6.499 1.088 1.816
N -7.359 1.375 2.520
C -5.585 -0.162 -0.111
C -4.516 -0.477 -0.935
C -3.267 0.096 -0.723
S -1.928 -0.295 -1.792
C -6.864 -0.781 -0.354
N -7.878 -1.285 -0.545
H -4.031 2.014 1.969
H -4.661 -1.176 -1.748
N 1.063 -0.228 -2.355
C 1.556 -1.590 -2.220
C 2.025 -2.251 -3.345
C 2.481 -3.554 -3.238
C 2.472 -4.193 -2.006
C 2.014 -3.521 -0.884
C 1.556 -2.208 -0.975
P 0.970 -1.245 0.457
C 2.473 -0.428 1.080
C 3.732 -0.626 0.522
C 4.815 0.131 0.950
C 4.647 1.081 1.945
C 3.395 1.274 2.515
C 2.311 0.530 2.082
C 0.441 -2.497 1.643
C 1.272 -2.990 2.644
C 0.804 -3.975 3.502
C -0.486 -4.468 3.362
C -1.320 -3.971 2.370
C -0.860 -2.981 1.515
H 0.555 -0.156 -3.235
H 1.838 0.437 -2.395
H 2.022 -1.748 -4.304
H 2.838 -4.071 -4.118
H 2.821 -5.212 -1.917
H 2.007 -4.020 0.077
H 3.876 -1.364 -0.257
H 5.788 -0.021 0.503
H 5.489 1.676 2.271
H 3.260 2.022 3.285
H 1.330 0.715 2.508
H 2.276 -2.599 2.761
H 1.448 -4.356 4.284
H -0.846 -5.237 4.033
H -2.331 -4.343 2.268
H -1.514 -2.579 0.749
Br -3.132 4.958 -2.780
C -1.431 5.202 -2.005
C -1.027 6.468 -1.613
N 0.161 6.704 -1.061
C 0.974 5.665 -0.889
C 0.644 4.358 -1.232
C -0.591 4.123 -1.813
C 1.661 3.286 -0.971
O 2.838 3.552 -0.901
O 1.208 2.059 -0.815
H -1.685 7.316 -1.754
H 1.943 5.858 -0.448
H -0.908 3.133 -2.110